{"formula": "C25H22ClNO4", "method": "ωB97M-V/def2-TZVPD", "orbital_gap_ev": 3.2, "e_above_lowest_kcal_mol": 84.0, "energy_ha": -1781.701209, "elements": ["C", "C", "C", "O", "C", "O", "C", "C", "C", "C", "C", "C", "C", "N", "C", "C", "C", "O", "O", "H", "H", "H", "H", "H", "H", "H", "H", "H", "H", "H", "H", "Cl", "C", "C", "C", "C", "C", "C", "C", "C", "C", "C", "C", "H", "H", "H", "H", "H", "H", "H", "H", "H", "H"], "xyz": [[-0.23632, -1.36758, 3.49901], [0.93469, -1.12892, 2.55235], [2.26907, -1.50150, 3.21353], [0.81303, -1.93216, 1.36148], [-0.22989, -1.59659, 0.51484], [-0.65847, -2.43555, -0.26039], [-0.70864, -0.24347, 0.58715], [-1.88491, 0.15408, -0.19942], [-3.19578, -0.16125, 0.51733], [-3.75545, 0.78197, 1.38334], [-4.95763, 0.49594, 2.03038], [-5.58515, -0.74084, 1.83011], [-6.83166, -1.03256, 2.49067], [-7.84452, -1.27027, 3.02729], [-4.99997, -1.69397, 0.98685], [-3.79571, -1.40965, 0.34277], [-0.00857, 0.73112, 1.38073], [-0.25464, 1.92526, 1.36911], [1.02111, 0.25859, 2.17501], [-1.19220, -1.09991, 3.02639], [-0.25095, -2.42654, 3.79100], [-0.09051, -0.76361, 4.40520], [3.10301, -1.32385, 2.52831], [2.42137, -0.90083, 4.11520], [2.26359, -2.55741, 3.50045], [-1.81142, 1.23955, -0.34629], [-1.84960, -0.41809, -1.13810], [-3.23743, 1.73435, 1.54053], [-5.41490, 1.23656, 2.68860], [-5.48788, -2.65779, 0.83247], [-3.30257, -2.14986, -0.29588], [-0.52281, 3.02591, -6.07940], [0.45265, 2.38379, -4.82781], [0.88843, 3.21990, -3.78606], [1.68570, 2.69870, -2.77318], [2.06601, 1.32824, -2.77708], [2.92269, 0.80142, -1.75914], [3.34551, -0.63624, -1.69044], [4.36972, -0.70061, -0.50138], [4.42160, 0.71895, -0.00955], [3.58467, 1.53834, -0.75193], [1.60009, 0.50396, -3.84230], [0.80901, 1.02509, -4.85755], [0.60136, 4.26838, -3.78115], [2.02683, 3.34325, -1.96173], [2.48355, -1.29518, -1.50414], [3.80433, -0.98231, -2.62835], [4.01360, -1.40361, 0.26492], [5.34354, -1.06495, -0.85673], [5.06367, 1.03254, 0.81162], [3.44968, 2.60956, -0.60440], [1.88300, -0.55085, -3.86294], [0.46609, 0.39054, -5.67127]], "lowdin_charge": [0.019, -0.540, 0.010, 0.035, -0.483, 0.043, -0.137, -0.121, -0.187, -0.016, -0.030, -0.252, -0.189, 0.131, -0.027, -0.016, -0.486, 0.036, 0.035, 0.093, 0.099, 0.099, 0.065, 0.092, 0.093, 0.115, 0.118, 0.122, 0.116, 0.117, 0.117, 0.743, -0.645, -0.068, 0.028, -0.153, -0.075, -0.089, -0.121, 0.068, 0.017, 0.024, -0.071, 0.116, 0.120, 0.149, 0.138, 0.122, 0.130, 0.130, 0.124, 0.125, 0.116]}